Computed, not measured: a cluster of 5 separate species, CH9O6 in total, with ωB97M-V with the def2-TZVPD basis set.

Output
**E_LUMO**: 0.141 Ha
**Kohn-Sham gap**: 9.7053 eV
**Electronic energy**: -13470.41010 eV
**Max |F|**: 1.2 eV/Å
**Total charge**: -1
**Relative energy (zero: lowest compared OMol25 entry of this formula, charge and spin)**: 18.8 kcal per mole

Geometry as XYZ:
```
16
Properties=species:S:1:pos:R:3:forces:R:3:nbo_charge:R:1
O -1.0331 0.1581 -1.3372 -0.387 0.690 0.028 -0.820
C -1.7761 0.6088 -0.4302 0.780 -0.190 0.478 0.621
O -1.4635 0.5769 0.7898 -1.025 0.437 -0.330 -0.804
H -2.7443 1.0973 -0.7416 0.369 -0.276 0.254 0.049
H 3.1910 -0.3877 2.8690 -0.094 0.240 -0.839 0.448
H 2.2635 -0.1032 1.6609 0.129 -0.286 -0.315 0.502
O 3.1920 -0.0739 1.9434 0.278 -0.028 1.044 -0.964
H 0.3221 2.1971 -0.9228 0.405 0.290 -0.354 0.460
H 0.3073 1.4111 0.2656 0.729 0.371 0.310 0.489
O 0.8772 2.1087 -0.1384 -0.923 -0.510 0.086 -0.968
H -1.4472 -2.0268 -1.5907 0.029 0.186 -0.299 0.469
H -1.2470 -1.0638 -2.7290 -0.180 -0.317 0.477 0.501
O -1.4961 -1.9884 -2.5535 -0.056 -0.587 -0.532 -0.981
H 0.1926 -0.5171 1.6427 -0.254 0.003 -0.023 0.484
H 0.1349 -0.9725 0.2525 0.276 0.233 -0.252 0.501
O 0.7266 -1.0246 1.0197 -0.075 -0.256 0.267 -0.986
```
Positions in Å, forces in eV/Å.

Computed, not measured: a cluster of 2 separate species, C5H10N3 in total, with ωB97M-V with the def2-TZVPD basis set.

Output
**E_LUMO**: -0.133 Ha
**Kohn-Sham gap**: 10.0950 eV
**Electronic energy**: -9807.46716 eV
**Max |F|**: 4.1 eV/Å
**Total charge**: +1
**Relative energy (zero: lowest compared OMol25 entry of this formula, charge and spin)**: 98.7 kcal per mole

Geometry as XYZ:
```
18
Properties=species:S:1:pos:R:3:forces:R:3:nbo_charge:R:1
C 0.0887 1.2909 2.2147 0.151 2.457 -1.535 0.470
C -0.2599 -0.0414 -0.6128 0.679 -0.454 -1.041 0.761
C 1.6578 0.7570 -1.6608 3.724 -0.314 -1.631 -0.430
C -1.8780 -1.8936 -0.9056 1.047 -2.401 -1.806 -0.433
C -0.6739 0.2471 2.4425 1.412 1.294 0.288 -0.634
N 0.7040 2.2283 1.6449 -1.536 -2.143 1.219 -0.708
N 0.5972 0.8851 -0.7544 -1.624 0.808 1.544 -0.611
N -0.7916 -1.0559 -0.7478 0.246 0.676 1.137 -0.268
H 1.8181 -0.3466 -1.8323 -0.245 1.239 -0.527 0.226
H 1.5111 1.3881 -2.6285 0.420 -1.291 1.764 0.245
H 2.6414 1.0318 -1.0839 -1.821 -0.038 -1.348 0.241
H -1.8532 -2.7464 -0.2613 0.494 -0.651 0.256 0.241
H -1.8784 -2.1960 -1.9629 -0.228 -0.191 0.372 0.253
H -2.7415 -1.4167 -0.6885 -2.792 1.882 0.485 0.238
H -1.4717 0.1948 3.1251 -1.299 0.345 0.245 0.276
H -0.0207 -0.5599 2.4816 0.857 -2.102 -0.088 0.250
H 0.6450 1.5769 -0.0093 0.030 0.617 0.325 0.468
H 1.3064 2.7882 2.2204 0.484 0.269 0.342 0.415
```
Positions in Å, forces in eV/Å.

Computed, not measured: the ion C25H35F2O2Si2 with charge +1, with ωB97M-V with the def2-TZVPD basis set.

Output
**E_LUMO**: -0.163 Ha
**Kohn-Sham gap**: 7.4256 eV
**Electronic energy**: -51775.48705 eV
**Max |F|**: 3.4 eV/Å
**Total charge**: +1
**Relative energy (zero: lowest compared OMol25 entry of this formula, charge and spin)**: 0.0 kcal per mole

Geometry as XYZ:
```
66
Properties=species:S:1:pos:R:3:forces:R:3:nbo_charge:R:1
C -3.0124 -1.2987 -2.9624 0.039 -0.066 -0.165 -1.164
Si -2.2404 -1.6958 -1.3098 -0.086 -0.385 -0.260 1.923
C -3.6008 -2.4457 -0.2848 -0.029 0.005 0.045 -1.153
C -0.7938 -2.8736 -1.2549 -0.032 -0.119 -0.257 -1.143
O -1.6152 -0.3351 -0.6358 0.670 2.514 0.779 -0.948
C -1.4421 1.0923 -0.6128 -2.309 -1.997 0.594 0.250
C -1.3871 1.5424 0.8367 0.422 -2.473 2.013 0.870
O -1.2070 0.6146 1.7239 -0.576 2.004 -2.635 -0.734
Si -1.8126 0.1606 3.2638 -0.062 -0.545 1.055 1.862
C -2.3783 -1.5713 2.9503 -0.090 -0.027 0.122 -1.150
C -0.3723 0.2460 4.4196 0.066 0.081 0.011 -1.153
C -3.2042 1.2993 3.7213 -0.082 0.108 0.001 -1.161
C -1.5312 2.9455 1.2664 -0.060 0.458 0.262 -0.591
C -2.7261 3.5778 0.5468 -0.261 0.311 -0.227 -0.387
C -2.6404 3.2988 -0.9479 -0.341 0.304 -0.294 -0.409
C -2.6675 1.8102 -1.2488 0.096 -0.178 0.069 -0.433
H -3.1244 -2.2274 -3.5392 -0.076 0.211 0.041 0.256
H -4.0166 -0.8923 -2.7799 0.136 -0.110 -0.097 0.244
H -2.4598 -0.5799 -3.5781 -0.164 -0.233 0.148 0.246
H -3.9564 -3.3573 -0.7919 0.041 0.268 0.152 0.257
H -3.2658 -2.7236 0.7196 -0.132 -0.042 -0.307 0.237
H -4.4413 -1.7460 -0.2105 -0.009 -0.174 0.076 0.235
H -1.0393 -3.7488 -1.8673 0.195 -0.029 0.121 0.247
H 0.1581 -2.4526 -1.5951 -0.244 -0.112 -0.058 0.233
H -0.6306 -3.2084 -0.2227 -0.109 0.029 -0.158 0.248
H -2.6422 -2.0589 3.9003 0.057 0.095 -0.223 0.263
H -3.2636 -1.5790 2.3057 0.154 0.004 0.190 0.253
H -1.5874 -2.1608 2.4679 -0.160 0.131 0.108 0.261
H -0.7075 -0.0808 5.4153 0.151 0.087 -0.210 0.265
H 0.4399 -0.4168 4.0932 -0.166 0.133 0.089 0.265
H 0.0234 1.2658 4.5080 -0.049 -0.194 0.041 0.251
H -3.6463 0.9026 4.6484 0.044 0.134 -0.231 0.275
H -2.8806 2.3279 3.9244 -0.129 -0.239 0.044 0.246
H -3.9934 1.3181 2.9570 0.126 -0.008 0.184 0.251
H -1.6589 2.9988 2.3568 0.280 -0.101 -0.378 0.256
H -0.6091 3.5009 1.0045 -0.406 -0.291 0.027 0.279
H -3.6551 3.1722 0.9746 0.167 0.086 -0.191 0.214
H -2.7323 4.6568 0.7308 0.022 -0.193 0.080 0.244
H -3.4657 3.7900 -1.4787 0.121 -0.100 0.172 0.246
H -1.7216 3.7319 -1.3609 -0.220 0.069 0.140 0.205
H -2.6693 1.6338 -2.3363 0.089 -0.122 0.462 0.261
H -3.5670 1.3467 -0.8229 0.054 0.090 -0.112 0.222
F 4.0222 -0.9664 1.7269 -0.550 0.506 -0.634 -0.328
C 3.0833 -0.3412 0.9572 0.088 -0.309 0.584 0.470
C 2.5204 0.8443 1.4291 -0.222 -0.274 -0.334 -0.287
C 1.4705 1.3968 0.6969 0.411 -0.085 -0.073 -0.218
C 1.0121 0.8156 -0.4945 0.642 0.247 -0.213 -0.051
C -0.1520 1.4985 -1.2131 2.020 0.506 -1.629 -0.235
C -0.1692 1.4176 -2.7578 -0.043 0.390 0.295 -0.058
C -0.2714 2.6273 -3.4688 0.089 -0.269 -0.102 -0.183
C -0.3151 2.6503 -4.8636 0.142 -0.311 0.293 -0.270
C -0.2004 1.4364 -5.5362 -0.037 -0.077 -0.729 0.410
F -0.1953 1.4399 -6.9041 -0.003 0.039 1.108 -0.316
C -0.1060 0.2156 -4.8780 -0.038 0.332 0.338 -0.263
C -0.1325 0.2249 -3.4794 0.041 -0.183 -0.098 -0.203
C 1.6936 -0.2969 -0.9929 0.001 -0.041 0.549 -0.181
C 2.6887 -0.9285 -0.2368 -0.120 0.518 -0.087 -0.279
H 2.8710 1.3237 2.3389 0.048 -0.223 -0.151 0.239
H 1.0520 2.3435 1.0524 0.183 -0.378 -0.131 0.197
H -0.0237 2.5681 -1.0039 -0.030 -0.141 -0.058 0.220
H -0.3187 3.5729 -2.9199 0.081 -0.308 -0.272 0.210
H -0.4079 3.5889 -5.4028 0.048 -0.250 -0.010 0.248
H -0.0134 -0.7249 -5.4204 -0.119 0.354 0.011 0.247
H -0.1482 -0.7341 -2.9531 0.069 0.435 -0.327 0.220
H 1.4578 -0.6837 -1.9767 0.096 -0.023 0.325 0.227
H 3.1530 -1.8411 -0.5955 0.066 0.162 0.126 0.244
```
Positions in Å, forces in eV/Å.